(1)
The following is a DFT calculation (the ωB97M-V functional and the def2-TZVPD basis) of an isolated molecule of C23H19F9INO4S2.

Summary:
HOMO: -8.81 eV
Lowest unoccupied orbital energy: -0.73 eV
Charge: 0
Energy: -88063.9213 eV

CARTESIAN COORDINATES (ANGSTROEM)
I (3.283, 4.222, -0.034)
S (-2.968, -4.370, 0.825)
S (-5.723, 0.962, 0.271)
F (-3.752, -1.497, 0.047)
F (-6.989, 1.025, 1.258)
F (-5.502, -0.649, 2.323)
F (-4.508, 0.997, -0.745)
F (-2.412, 0.128, 0.826)
F (-6.256, -0.431, -0.264)
F (-6.611, 1.682, -0.839)
F (-4.251, 1.067, 2.443)
F (-5.329, 2.421, 0.801)
O (1.095, -0.679, 2.212)
O (2.641, -2.423, -2.294)
O (2.960, 1.161, 3.513)
O (-1.572, -5.065, -1.618)
N (1.961, 2.900, -3.747)
C (1.787, 0.105, 0.097)
C (3.015, 0.364, -1.975)
C (1.964, -1.808, -1.492)
C (3.397, 3.224, -3.754)
C (2.050, 1.431, 0.404)
C (4.189, 2.456, -2.646)
C (-0.933, -2.469, 0.915)
C (0.224, -1.937, 0.349)
C (3.990, 1.422, 2.398)
C (3.325, 1.689, -1.669)
C (-2.994, -1.608, 2.267)
C (-1.517, -3.521, 0.217)
C (-4.676, 0.117, 1.601)
C (2.275, -0.384, -1.117)
C (1.011, -0.829, 1.007)
C (-0.983, -3.995, -0.970)
C (-1.485, -1.953, 2.230)
C (2.721, 2.265, 2.716)
C (-3.455, -0.695, 1.087)
C (0.730, -2.402, -0.850)
C (2.818, 2.190, -0.491)
C (0.141, -3.437, -1.538)
C (1.549, 2.101, 1.663)
H (0.560, -3.810, -2.468)
H (3.388, -0.039, -2.912)
H (-3.660, -2.461, 2.405)
H (4.825, 1.490, 3.098)
H (-0.850, -5.674, -1.817)
H (-0.947, -1.096, 2.628)
H (0.759, 1.560, 2.185)
H (1.491, 3.599, -3.183)
H (1.632, 2.970, -4.703)
H (-3.033, -5.492, 0.078)
H (1.195, 3.123, 1.489)
H (2.888, 3.259, 3.137)
H (4.841, 3.140, -2.089)
H (3.867, 0.414, 2.003)
H (3.589, 4.296, -3.588)
H (3.847, 2.973, -4.721)
H (-1.332, -2.763, 2.963)
H (4.873, 1.722, -3.095)
H (-3.142, -0.988, 3.164)

***

(2)
The following is a DFT calculation (the ωB97M-V functional and the def2-TZVPD basis) of a structure of composition C23H19N6RhS2.

Summary:
HOMO (spin up / spin down): -14.17 / -14.17 eV
Lowest unoccupied orbital energy (spin up / spin down): -7.73 / -7.73 eV
Charge: +2
Energy relative to the best compared isomer or geometry (same formula, charge and spin): 0.353 eV
Energy: -57766.7951 eV

CARTESIAN COORDINATES (ANGSTROEM)
Rh (-0.218, 0.516, -0.603)
S (-2.505, 0.107, -0.932)
S (-2.592, -2.983, -0.473)
N (0.120, 2.433, -1.292)
N (1.973, 0.582, -0.667)
N (1.347, 3.642, -2.663)
N (-0.520, -1.499, -0.804)
N (1.514, -1.106, 2.501)
N (0.136, 0.148, 1.321)
C (0.063, 4.192, -2.708)
C (-1.798, 5.533, -3.208)
C (1.405, -0.203, 1.533)
C (-1.840, -1.494, -0.819)
C (-0.002, -2.738, -0.437)
C (-1.568, -2.317, 4.164)
C (-2.049, 3.709, -1.620)
C (-0.462, 5.262, -3.419)
C (1.336, -3.096, -0.311)
C (-0.702, -5.006, 0.090)
C (-0.704, 3.425, -1.834)
C (2.486, 1.790, -1.364)
C (1.326, 2.618, -1.807)
C (-1.008, -3.692, -0.242)
C (-2.011, -0.659, 2.439)
C (-0.205, -2.268, 3.958)
C (-0.641, -0.627, 2.201)
C (0.231, -1.404, 2.963)
C (2.487, 0.417, 0.716)
C (-2.578, 4.773, -2.320)
C (1.639, -4.399, 0.038)
C (0.629, -5.344, 0.241)
C (-2.453, -1.520, 3.422)
H (2.670, 1.416, 1.116)
H (-1.963, -2.972, 4.928)
H (2.131, -2.388, -0.512)
H (-1.482, -5.743, 0.228)
H (-2.694, -0.034, 1.882)
H (3.424, -0.140, 0.762)
H (3.142, 1.520, -2.193)
H (-3.617, 5.036, -2.181)
H (-2.259, 6.355, -3.737)
H (-2.645, 3.135, -0.924)
H (0.481, -2.861, 4.548)
H (-3.511, -1.572, 3.641)
H (2.378, -1.454, 2.888)
H (3.081, 2.378, -0.664)
H (0.137, 5.855, -4.096)
H (2.674, -4.700, 0.134)
H (2.169, -0.245, -1.222)
H (0.894, -6.359, 0.504)
H (2.154, 3.981, -3.165)

***

(3)
The following is a DFT calculation (the ωB97M-V functional and the def2-TZVPD basis) of a structure of composition C23H20AsN5S4Se3TeW.

Summary:
HOMO: -7.91 eV
Lowest unoccupied orbital energy: -2.05 eV
Charge: 0
Energy relative to the best compared isomer or geometry (same formula, charge and spin): 2.206 eV
Energy: -340965.0398 eV

CARTESIAN COORDINATES (ANGSTROEM)
W (-1.486, -1.032, 0.585)
Te (-2.497, -2.462, -2.933)
Se (-1.658, -3.170, -0.651)
Se (-4.651, -1.821, -1.845)
Se (-3.755, -0.207, -0.388)
As (1.204, -4.109, 1.463)
S (-0.111, -2.530, 2.147)
S (2.273, -4.771, 3.066)
S (1.154, -0.837, -1.314)
S (1.273, -4.802, -0.446)
N (-2.945, -1.874, 2.248)
N (-1.453, 1.228, -2.442)
N (-1.638, -0.064, 2.364)
N (-1.779, 0.888, 1.361)
N (0.168, -0.235, -0.055)
C (-0.428, 2.905, 1.745)
C (1.403, 2.228, -4.549)
C (3.433, -2.240, -1.239)
C (-4.068, -2.576, 2.411)
C (-0.417, 1.986, -2.982)
C (-2.869, -0.637, 2.743)
C (4.892, -2.508, 0.653)
C (0.747, 3.610, 1.524)
C (-5.127, -2.060, 3.128)
C (-3.890, -0.016, 3.439)
C (1.044, 3.902, -2.878)
C (0.318, 1.512, -4.070)
C (-0.578, 1.647, 1.191)
C (1.776, 3.428, -3.958)
C (1.609, 1.789, 0.194)
C (-5.033, -0.765, 3.639)
C (4.595, -2.746, -0.683)
C (1.754, 3.051, 0.748)
C (0.440, 1.079, 0.429)
C (4.025, -1.749, 1.423)
C (2.571, -1.471, -0.462)
C (-0.040, 3.191, -2.389)
C (2.868, -1.212, 0.869)
H (5.785, -2.927, 1.096)
H (1.961, 1.843, -5.393)
H (-0.591, 3.556, -1.529)
H (1.322, 4.835, -2.402)
H (-4.097, -3.554, 1.949)
H (2.663, 3.607, 0.561)
H (3.178, -2.467, -2.268)
H (-2.163, 1.735, -1.935)
H (-3.783, 1.003, 3.781)
H (4.235, -1.579, 2.471)
H (0.036, 0.571, -4.531)
H (0.874, 4.596, 1.951)
H (-5.868, -0.343, 4.183)
H (-6.023, -2.648, 3.269)
H (2.193, -0.637, 1.486)
H (2.623, 3.985, -4.336)
H (5.255, -3.354, -1.288)
H (-1.239, 3.323, 2.328)
H (-1.874, 0.542, -3.051)
H (2.388, 1.366, -0.425)

***

(4)
The following is a DFT calculation (the ωB97M-V functional and the def2-TZVPD basis) of a structure of composition C23H20AuN3O8SSi.

Summary:
HOMO (spin up / spin down): -3.60 / -5.87 eV
2S+1: 4
Lowest unoccupied orbital energy (spin up / spin down): 2.21 / 0.64 eV
Charge: -1
Energy relative to the best compared isomer or geometry (same formula, charge and spin): 0.000 eV
Energy: -67424.5501 eV

CARTESIAN COORDINATES (ANGSTROEM)
Au (0.611, -1.605, -1.665)
S (0.711, -4.860, -1.257)
Si (-3.034, -0.938, -1.923)
O (-1.163, 2.071, 0.389)
O (5.170, 4.374, -0.418)
O (0.189, -1.320, 1.101)
O (-0.978, 4.078, -0.395)
O (4.096, 0.438, -2.974)
O (0.259, 0.429, -1.220)
O (2.504, -0.979, -2.444)
O (3.563, 5.343, 0.671)
N (3.999, 4.422, -0.076)
N (-1.883, -1.261, -0.611)
N (-0.573, 2.986, -0.114)
C (3.837, -1.350, 2.953)
C (-1.153, -0.521, 2.941)
C (3.423, 2.276, -1.168)
C (-2.127, -1.197, -3.500)
C (3.102, 0.106, -2.343)
C (-2.075, -0.991, 0.667)
C (-4.291, -2.338, -1.866)
C (0.857, 2.668, -0.511)
C (-2.420, -0.208, 3.443)
C (1.979, -2.504, 2.030)
C (1.971, -0.100, 2.106)
C (0.753, -3.495, -1.997)
C (3.213, -0.141, 2.678)
C (-3.843, 0.676, -1.740)
C (3.223, -2.543, 2.624)
C (1.747, 3.612, -0.204)
C (1.156, 1.375, -1.029)
C (-3.304, -0.705, 1.230)
C (1.361, -1.290, 1.815)
C (-3.528, -0.327, 2.545)
C (3.049, 3.403, -0.510)
C (-0.983, -0.968, 1.613)
C (2.564, 1.275, -1.452)
H (1.555, 0.869, 1.860)
H (-1.287, -0.520, -3.698)
H (-1.789, -2.244, -3.587)
H (1.528, -3.419, 1.673)
H (3.718, -3.467, 2.839)
H (-0.276, -0.468, 3.539)
H (3.672, 0.807, 2.939)
H (-4.582, -0.060, 2.782)
H (-5.225, -2.204, -1.305)
H (-2.839, -1.018, -4.330)
H (-4.478, 0.933, -2.602)
H (-2.521, 0.113, 4.482)
H (-4.481, -2.614, -2.907)
H (-4.171, -0.846, 0.571)
H (4.847, -1.386, 3.354)
H (-3.201, 1.582, -1.613)
H (-4.479, 0.712, -0.841)
H (1.389, 4.531, 0.251)
H (4.458, 2.055, -1.341)
H (-3.819, -3.249, -1.453)

***

(5)
The following is a DFT calculation (the ωB97M-V functional and the def2-TZVPD basis) of a cluster of 4 separate species, C23H20BF3O5S in total.

Summary:
HOMO: -9.12 eV
Lowest unoccupied orbital energy: -1.38 eV
Charge: 0
Energy: -54079.1371 eV

CARTESIAN COORDINATES (ANGSTROEM)
S (-3.650, 7.435, 1.663)
F (3.072, -6.183, 3.068)
F (-2.161, -0.692, -0.114)
F (2.755, -1.497, -2.699)
O (-2.757, 3.327, -0.675)
O (-0.626, 7.829, 2.627)
O (-4.262, 5.157, -0.473)
O (-0.066, 4.054, 0.340)
O (0.001, 5.841, 1.709)
C (2.977, -5.562, -0.489)
C (2.600, -6.000, 0.772)
C (3.440, -5.764, 1.841)
C (-3.119, -3.945, 1.138)
C (4.646, -5.110, 1.688)
C (-0.822, -2.448, 0.699)
C (3.366, 0.774, -2.587)
C (4.186, -4.905, -0.665)
C (-0.621, 4.983, 0.853)
C (-2.204, 6.468, 1.396)
C (-2.069, -1.939, 0.400)
C (5.019, -4.682, 0.423)
C (-2.053, 5.365, 0.678)
C (1.247, 0.021, -1.717)
C (-1.874, -4.475, 1.449)
C (-5.246, 4.374, -1.152)
C (-0.893, 6.843, 2.008)
C (-0.727, -3.724, 1.231)
C (3.050, 2.073, -2.212)
C (-3.223, -2.665, 0.613)
C (0.944, 1.319, -1.340)
C (1.842, 2.346, -1.586)
C (2.455, -0.232, -2.334)
B (-3.097, 4.553, -0.207)
H (-4.184, -2.231, 0.371)
H (0.246, -4.130, 1.474)
H (-4.827, 3.747, -1.921)
H (1.664, -6.519, 0.930)
H (4.477, -4.565, -1.650)
H (-5.925, 5.063, -1.628)
H (1.596, 3.354, -1.291)
H (3.751, 2.873, -2.409)
H (4.306, 0.539, -3.069)
H (2.324, -5.732, -1.334)
H (-1.797, -5.472, 1.860)
H (5.277, -4.939, 2.550)
H (-3.593, 8.235, 0.587)
H (0.552, -0.789, -1.540)
H (0.004, 1.530, -0.851)
H (-2.182, 2.851, -0.076)
H (-4.013, -4.530, 1.304)
H (0.061, -1.851, 0.516)
H (-5.829, 3.801, -0.454)
H (5.963, -4.173, 0.286)